Computed, not measured: C48H53GeN8O3PtS2SeTe as an isolated structure, with ωB97M-V/def2-TZVPD.

Structure (XYZ):
```
118
Properties=species:S:1:pos:R:3:forces:R:3
Pt -0.330 -0.797 0.803 0.10 -0.01 -0.34
N 1.887 -1.172 4.291 -0.02 -0.03 -0.01
C 2.345 -2.369 3.752 -0.02 0.02 0.04
C 3.239 -3.322 4.225 0.01 -0.01 -0.02
C 3.463 -4.409 3.406 0.00 0.01 0.00
C 2.818 -4.547 2.164 -0.01 -0.01 0.01
C 1.935 -3.597 1.699 -0.02 -0.01 -0.05
C 1.712 -2.492 2.516 -0.04 -0.06 0.03
N 0.906 -1.376 2.336 0.02 -0.02 -0.05
C 1.042 -0.617 3.405 0.00 0.02 0.03
C 0.335 0.649 3.502 0.03 0.03 0.03
C 0.326 1.582 4.492 -0.01 -0.01 -0.02
S -0.675 2.886 4.037 0.01 0.00 0.01
C -1.027 2.115 2.558 0.01 0.03 -0.03
N -0.440 0.964 2.410 0.00 -0.06 0.00
H 2.176 -0.765 5.165 0.00 -0.01 0.00
H 3.736 -3.219 5.180 0.00 0.00 0.00
H 4.152 -5.178 3.727 0.00 0.00 0.00
H 3.027 -5.419 1.561 0.01 0.00 0.00
H 1.451 -3.682 0.736 0.01 0.01 0.03
H 0.840 1.571 5.440 0.00 0.00 0.00
H -1.670 2.543 1.802 -0.01 -0.01 0.00
N -8.276 0.503 -1.944 -0.02 -0.02 0.01
C -6.929 0.582 -1.773 0.01 0.00 0.01
C -6.053 -0.033 -2.684 0.01 -0.01 -0.01
C -4.691 0.030 -2.505 0.02 0.01 -0.03
C -4.165 0.685 -1.390 -0.05 -0.01 0.08
C -5.020 1.308 -0.481 0.02 0.02 -0.06
C -6.384 1.259 -0.670 0.02 -0.01 0.00
S -2.445 0.938 -1.250 0.03 0.02 -0.01
O -2.218 1.836 -0.141 0.03 -0.03 -0.01
O -1.951 1.286 -2.555 0.06 -0.02 0.06
N -1.694 -0.458 -0.750 0.11 -0.02 -0.18
C -1.401 -1.491 -1.619 -0.12 0.05 0.09
N -1.978 -1.663 -2.799 0.00 -0.01 0.02
C -1.528 -2.689 -3.517 -0.01 0.02 0.00
C -0.510 -3.527 -3.090 -0.01 -0.04 0.02
C 0.003 -3.285 -1.830 -0.05 -0.07 0.05
N -0.467 -2.290 -1.085 0.06 0.07 0.01
H -8.648 0.161 -2.812 0.00 0.01 0.00
H -8.884 1.087 -1.398 0.00 0.01 -0.01
H -6.458 -0.539 -3.551 0.00 -0.01 0.00
H -4.022 -0.412 -3.229 -0.01 0.00 0.02
H -4.609 1.875 0.344 0.01 -0.02 0.01
H -7.044 1.769 0.020 -0.01 0.00 0.01
H -2.000 -2.837 -4.482 -0.01 0.00 0.01
H -0.145 -4.338 -3.701 0.00 0.00 0.00
H 0.792 -3.891 -1.407 0.02 0.02 -0.01
C -5.263 -3.090 3.558 0.00 -0.01 0.00
Ge -5.341 -1.617 2.282 -0.02 0.00 -0.01
C -6.542 -0.210 2.886 -0.02 -0.03 0.02
C -5.740 -2.302 0.504 0.01 0.01 -0.01
C -3.542 -0.756 2.125 -0.05 0.01 -0.06
Se -2.178 -2.062 1.727 -0.20 -0.14 0.08
C -1.682 -2.502 3.547 0.00 0.00 0.00
H -6.232 -3.591 3.561 0.00 0.01 0.03
H -5.062 -2.748 4.573 0.02 0.00 0.00
H -4.520 -3.838 3.275 -0.01 0.00 -0.01
H -7.560 -0.591 2.962 0.00 0.00 0.00
H -6.539 0.623 2.186 0.00 0.02 -0.01
H -6.244 0.157 3.869 0.00 -0.01 0.00
H -6.593 -2.979 0.550 -0.02 0.01 -0.01
H -4.891 -2.862 0.108 0.00 -0.01 0.01
H -5.972 -1.492 -0.188 0.01 -0.01 0.02
H -3.228 -0.172 2.989 0.01 -0.03 0.03
H -3.560 -0.109 1.248 -0.01 0.05 0.04
H -2.556 -2.936 4.026 0.00 0.00 -0.02
H -1.373 -1.603 4.075 -0.01 0.01 0.00
H -0.876 -3.231 3.509 0.01 0.00 0.02
C 4.245 6.999 -2.103 0.00 0.00 0.01
C 3.549 5.687 -1.878 0.02 0.01 0.04
C 3.700 4.982 -0.689 0.04 0.00 -0.03
C 3.077 3.761 -0.478 0.00 -0.08 0.03
C 3.300 3.018 0.801 0.03 0.00 -0.01
C 2.275 3.241 -1.490 0.02 -0.02 -0.11
Te 1.065 1.489 -1.434 -0.24 -0.01 -0.37
N 1.386 0.124 -0.058 0.35 0.26 0.80
C 2.463 -0.799 -0.180 -0.11 -0.25 -0.10
O 2.381 -1.768 -0.903 0.06 0.05 -0.08
C 3.670 -0.649 0.691 -0.04 0.00 0.08
C 4.814 -1.373 0.355 0.00 -0.03 0.04
C 5.917 -1.356 1.191 0.00 -0.01 0.01
C 5.880 -0.636 2.379 0.01 0.00 0.00
C 4.742 0.082 2.722 -0.01 0.02 -0.03
C 3.645 0.080 1.874 0.01 0.06 -0.03
C 1.903 0.443 -3.048 -0.03 0.08 -0.07
C 0.939 -0.162 -3.850 0.04 0.08 -0.01
C 1.332 -0.941 -4.925 0.02 -0.01 -0.05
C 2.684 -1.105 -5.185 -0.02 -0.02 -0.02
C 3.632 -0.493 -4.380 0.01 0.04 0.04
C 3.272 0.301 -3.292 -0.01 -0.05 -0.03
C 4.350 0.951 -2.469 -0.04 0.00 0.01
C 2.047 3.947 -2.681 0.01 0.06 0.00
C 1.136 3.500 -3.803 0.03 -0.01 -0.03
C 2.716 5.155 -2.851 -0.05 0.01 0.01
H 4.870 7.268 -1.253 0.00 0.00 0.00
H 3.521 7.799 -2.260 0.00 0.00 0.00
H 4.877 6.953 -2.990 0.00 0.00 0.00
H 4.329 5.389 0.095 0.00 0.00 0.00
H 3.934 3.586 1.481 -0.01 0.02 0.00
H 3.797 2.069 0.601 -0.02 0.06 0.03
H 2.357 2.804 1.312 0.00 -0.04 -0.02
H 4.817 -1.948 -0.561 0.00 -0.01 0.00
H 6.806 -1.910 0.923 0.00 0.00 -0.01
H 6.742 -0.628 3.032 0.00 0.00 0.00
H 4.721 0.657 3.639 0.00 0.00 0.01
H 2.761 0.655 2.111 0.06 0.01 -0.01
H -0.115 0.003 -3.655 -0.01 -0.01 0.00
H 0.590 -1.401 -5.564 0.00 0.00 0.00
H 3.006 -1.707 -6.025 0.00 0.00 0.00
H 4.684 -0.629 -4.597 0.00 0.00 0.00
H 5.307 0.467 -2.658 0.00 0.01 0.02
H 4.152 0.881 -1.397 0.01 0.03 -0.03
H 4.453 2.009 -2.714 -0.01 0.02 -0.01
H 0.264 2.921 -3.490 -0.02 0.02 0.05
H 1.679 2.901 -4.537 -0.01 -0.02 0.02
H 0.741 4.378 -4.311 0.03 -0.01 -0.03
H 2.558 5.704 -3.773 0.00 0.00 0.00
```
Forces are in eV/Å.

Computed properties:
* largest force on an atom: 0.018 hartree/bohr
* charge: +2
* LUMO level (alpha / beta): -0.1867 / -0.2082 Eh
* 2S+1: 2
* gap between HOMO and LUMO (alpha / beta): 7.10 / 6.51 eV
* HOMO level (alpha / beta): -0.4474 / -0.4475 Ha
* energy above the lowest of the compared OMol25 structures with the same formula, charge and spin: 0.00 kcal/mol

Here are the Löwdin charges for atoms 1 to 99, given in e: Pt 1.133; N 0.222; C -0.168; C 0.012; C -0.048; C -0.042; C 0.003; C -0.219; N -0.035; C -0.300; C -0.325; C -0.299; S 1.129; C -0.412; N -0.036; H 0.181; H 0.123; H 0.117; H 0.117; H 0.094; H 0.091; H 0.074; N 0.140; C -0.315; C -0.013; C -0.053; C -0.308; C -0.081; C -0.033; S 0.578; O -0.362; O -0.327; N -0.284; C -0.514; N 0.150; C -0.089; C -0.021; C -0.089; N 0.044; H 0.108; H 0.107; H 0.121; H 0.100; H 0.114; H 0.116; H 0.127; H 0.116; H 0.113; C -0.216; Ge 0.771; C -0.195; C -0.182; C -0.523; Se 0.977; C -0.304; H 0.033; H 0.029; H 0.016; H 0.033; H 0.000; H 0.028; H 0.034; H 0.020; H 0.001; H 0.033; H -0.019; H 0.025; H 0.033; H 0.037; C -0.031; C -0.240; C 0.007; C -0.291; C -0.045; C -0.331; Te 1.906; N -0.436; C -0.572; O 0.070; C -0.182; C -0.007; C -0.045; C -0.054; C -0.064; C -0.090; C -0.369; C -0.130; C -0.064; C -0.044; C -0.021; C -0.273; C -0.021; C -0.295; C -0.059; C 0.001; H 0.080; H 0.092; H 0.091; H 0.124